[1]
Density functional theory data (ωB97M-V/def2-TZVPD) for C12H11LuN5S2 as an isolated structure in a non-equilibrium geometry.

As for the molecular weight: 464.36 g/mol. As for the LUMO energy: -4.52 eV. As for the gap between HOMO and LUMO: 6.971 eV. Its charge is +1.

CARTESIAN COORDINATES (ANGSTROEM)
Lu1 -1.6015 0.0196 0.5022
S1 -2.3324 2.4700 1.5138
S2 -2.5346 -1.1051 -1.7585
N1 -0.9169 1.0080 -1.2128
N2 -0.2051 -1.8286 0.6085
N3 0.1499 0.7073 1.6561
N4 0.3631 1.9500 2.1618
N5 -0.4024 4.1383 2.3579
C1 0.1745 1.1434 -3.6915
C2 -0.7577 0.1296 -3.4111
C3 -1.3490 0.1250 -2.1289
C4 0.8288 -1.6362 1.4962
C5 1.3516 -3.9838 1.3097
C6 -0.1324 2.0666 -1.5761
C7 -0.3390 -2.9956 -0.0432
C8 0.4393 -4.1102 0.2642
C9 -0.6760 2.8367 2.0673
C10 1.0993 -0.2255 1.8158
C11 0.5222 2.1034 -2.7644
C12 1.5116 -2.7579 1.9562
H1 1.9293 -4.8221 1.6740
H2 1.8642 -2.7519 2.9773
H3 0.4148 4.2867 2.9899
H4 -0.0166 2.7252 -0.7222
H5 0.5878 1.2439 -4.6918
H6 1.9799 0.0341 2.4353
H7 1.2858 2.9301 -2.9150
H8 0.1979 -5.0868 -0.2320
H9 -1.0949 -2.9817 -0.8726
H10 -1.2153 -0.4536 -4.1892
H11 -1.1262 4.8210 2.4232


[2]
Density functional theory data (ωB97M-V/def2-TZVPD) for C12H11NNiO4 as an isolated structure in a non-equilibrium geometry.

As for the molecular weight: 291.92 g/mol. As for the LUMO energy (alpha / beta): -7.30 / -10.48 eV. As for the gap between HOMO and LUMO (alpha / beta): 9.389 / 6.446 eV. Its charge is +2. As for the multiplicity: 3.

CARTESIAN COORDINATES (ANGSTROEM)
Ni1 0.2037 1.3285 -1.4452
O1 0.2057 3.8070 -2.9456
O2 -2.7116 0.7734 -1.3011
O3 3.1387 0.8539 -1.3527
O4 0.2419 2.4109 1.2077
N1 -0.3226 -1.2150 -0.0548
C1 -0.1430 -0.8387 4.0951
C2 0.2026 -0.9666 -3.1015
C3 0.3421 2.8515 -2.3133
C4 -0.2688 -1.0407 1.3254
C5 1.9912 0.8892 -1.2519
C6 -1.3880 -0.9825 3.4661
C7 -1.4570 -1.0698 2.0740
C8 -1.6465 1.1881 -1.4378
C9 0.2279 2.0563 0.1090
C10 1.0327 -0.7166 3.3386
C11 0.2222 0.2880 -3.5952
C12 0.9651 -0.7930 1.9480
H1 1.1382 -1.4599 -2.8036
H2 -1.2097 -1.5258 -0.4489
H3 -0.0924 -0.7979 5.1867
H4 -0.7394 -1.5238 -3.0511
H5 1.9989 -0.5512 3.8275
H6 -2.4134 -1.1676 1.5504
H7 -2.3115 -1.0238 4.0535
H8 1.1584 0.7794 -3.9137
H9 0.4617 -1.6746 -0.5180
H10 -0.6851 0.7936 -3.9731
H11 1.8577 -0.6722 1.3254


[3]
Density functional theory data (ωB97M-V/def2-TZVPD) for a 2-piece molecular cluster, C12H12 overall in a non-equilibrium geometry.

As for the molecular weight: 156.23 g/mol. As for the LUMO energy: 0.95 eV. As for the gap between HOMO and LUMO: 10.198 eV. Its charge is 0.

CARTESIAN COORDINATES (ANGSTROEM)
C1 1.2117 7.7382 1.4086
C2 0.2400 5.9452 0.0210
C3 1.4238 5.9996 -0.7601
C4 -0.0060 1.4240 -0.0411
C5 2.5549 6.7247 -0.3650
C6 0.0000 0.0000 0.0000
C7 1.3818 1.3416 -2.0468
C8 0.6422 -0.7241 -1.0304
C9 0.1402 6.8526 1.0470
C10 1.4345 -0.0656 -1.9972
C11 2.4199 7.5578 0.7055
C12 0.7092 2.0736 -1.0786
H1 0.6582 -1.8215 -1.0624
H2 -0.5384 -0.5995 0.7459
H3 1.0317 8.3643 2.2924
H4 1.4489 5.2839 -1.5924
H5 -0.5560 5.2512 -0.2795
H6 0.7091 3.1621 -1.2224
H7 3.5380 6.6503 -0.8484
H8 -0.8022 6.8755 1.6099
H9 2.0172 -0.6835 -2.6931
H10 -0.4215 2.0192 0.7827
H11 1.8856 1.8078 -2.9038
H12 3.3048 8.0522 1.1275